This record from the OMol25 dataset describes a molecular structure, C32H23AuF3NOPS at a distorted geometry. The level of theory is ωB97M-V with the def2-TZVPD basis set.

Last column: Mulliken spin population.
Geometry (Å):
Au1 17.20115 7.50628 11.18488  0.670
S1 19.58454 7.15983 11.65890  0.770
C1 19.11491 7.50839 13.27108  -0.049
C2 19.99500 7.69920 14.32304  0.132
C3 19.47644 8.00039 15.57645  -0.063
C4 18.08932 8.03283 15.71909  0.148
C5 17.25623 7.84837 14.60545  -0.012
N1 17.77775 7.58382 13.43592  0.143
H1 21.06969 7.66035 14.18286  0.004
H2 20.09898 8.14800 16.44400  -0.002
H3 17.68222 8.21726 16.68642  0.006
H4 16.17612 7.88153 14.68515  0.006
F1 7.81566 6.78074 12.46704  0.000
C6 8.31371 7.33426 11.33594  0.000
F2 7.69878 8.51369 11.18573  0.000
F3 7.87018 6.56201 10.31267  0.000
C7 9.81642 7.41756 11.30680  0.009
C8 10.54130 6.25193 11.43392  -0.004
C9 11.91429 6.31007 11.38939  0.009
C10 12.55390 7.52783 11.21844  -0.009
C11 11.83070 8.72034 11.09252  0.005
C12 10.44509 8.64683 11.13853  -0.003
C13 14.00058 7.55475 11.19226  -0.090
C14 15.21178 7.54147 11.07272  0.248
H5 10.01698 5.29818 11.54475  0.000
H6 12.47124 5.40434 11.47436  -0.001
H7 12.33079 9.65890 10.93341  -0.001
H8 9.85052 9.54191 11.00287  0.000
O1 17.53729 9.93189 11.13481  0.033
P1 17.91395 10.80011 9.91372  0.011
C15 17.72189 12.51472 10.28584  0.003
C16 16.47028 12.93034 10.80904  0.002
C17 16.28372 14.24839 11.16630  -0.001
C18 17.33985 15.14918 10.95938  0.001
C19 18.52961 14.76680 10.40643  0.000
C20 18.74258 13.42940 10.06858  0.000
C21 16.92518 10.43573 8.48572  -0.014
C22 16.32204 11.44186 7.75714  0.000
C23 15.56515 11.12705 6.63661  0.001
C24 15.36780 9.80491 6.29490  -0.001
C25 15.99066 8.79468 7.00721  0.002
C26 16.78780 9.10496 8.09113  0.015
C27 19.61231 10.47427 9.47112  0.003
C28 20.50902 10.23736 10.53871  0.014
C29 21.81679 9.82418 10.26769  0.000
C30 22.23420 9.67657 8.94186  -0.004
C31 21.37205 9.98960 7.90046  0.009
C32 20.05883 10.34281 8.16269  0.000
H9 15.66323 12.21258 11.01179  0.000
H10 15.37921 14.59205 11.63193  0.000
H11 17.19928 16.22231 11.19312  0.000
H12 19.27544 15.51861 10.24276  0.000
H13 19.65937 13.11193 9.59446  0.002
H14 16.43785 12.49493 8.04846  0.000
H15 15.10664 11.91662 6.01036  0.000
H16 14.75114 9.57657 5.43742  0.000
H17 15.92292 7.77547 6.69959  0.000
H18 17.30980 8.31777 8.61425  -0.001
H19 20.19036 10.41210 11.56701  0.007
H20 22.50048 9.61702 11.07054  0.000
H21 23.24675 9.35412 8.73693  0.000
H22 21.70609 9.93341 6.88846  0.000
H23 19.40350 10.58353 7.35238  0.000

Forces on atoms 1 to 6 (eV/Å):
Au -0.612 0.123 0.045
S -0.128 0.187 -0.250
C -0.084 -0.080 0.078
C 0.689 0.346 0.508
C -0.993 -0.376 -0.264
C 0.710 0.121 -0.241

Relative energy (zero: lowest compared OMol25 entry of this formula, charge and spin) = 0.0 kcal per mole
Net charge = +1
Calculated total energy = -2537.7460 Eh
Multiplicity = 3
Frontier orbital gap (alpha / beta) = 7.89 / 4.37 eV
F_max = 1.993 eV/Å
⟨S²⟩ = 2.03
Molar mass = 754.54 g/mol

This record from the OMol25 dataset describes a molecular structure, C21H22CrN9O3S at a distorted geometry. The level of theory is ωB97M-V with the def2-TZVPD basis set.

Last column: Mulliken spin population.
Geometry (Å):
Cr1 -0.15008 -0.65910 -0.64199  3.237
N1 -2.38444 -3.21343 2.78094  0.000
C1 -2.30483 -1.91886 2.40206  0.006
S1 -2.07789 -0.68663 3.55830  0.003
N2 -2.35205 -1.65096 1.06199  0.010
N3 -1.74193 -0.50763 0.71762  -0.003
C2 -2.40302 0.63913 0.85348  -0.006
C3 -1.81956 1.91453 0.73175  0.017
C4 -2.62496 3.06150 1.05099  -0.002
C5 -2.02349 4.20931 1.56064  0.007
C6 -0.60169 4.30271 1.56021  -0.003
C7 0.15250 3.31100 0.93158  0.008
C8 -0.43492 2.10607 0.44647  -0.006
O1 0.30786 1.23284 -0.26127  -0.019
H1 -2.06031 -3.51375 3.67506  0.000
H2 -2.41861 -3.94523 2.05507  0.001
H3 -3.38852 0.61539 1.34944  0.004
H4 -3.70617 3.07542 0.83920  0.000
H5 -2.65436 5.03656 1.95688  0.001
H6 -0.14916 5.18123 2.05315  0.000
H7 1.21837 3.43941 0.78866  0.002
N4 -1.75156 1.70129 -2.98122  0.009
N5 -2.85518 0.86172 -2.96702  0.045
C9 -2.88301 -0.40803 -2.54489  0.106
N6 -4.08862 -1.04350 -2.45479  0.015
N7 -1.72282 -0.99758 -2.21112  -0.046
N8 -1.63200 -2.38838 -1.89658  0.434
O2 -2.42524 -3.21730 -2.40954  0.256
O3 -0.61903 -2.66957 -1.18650  0.147
H8 -1.71593 2.33884 -3.78962  0.002
H9 -0.91502 1.17514 -2.74901  0.009
H10 -3.74826 1.29434 -3.26554  0.000
H11 -4.74004 -0.69341 -3.15333  0.004
H12 -3.98481 -2.08064 -2.51148  0.002
N9 0.79312 -1.49047 1.23839  -0.033
C10 2.01954 -0.93380 1.66377  0.011
C11 2.12147 -0.79013 3.02325  -0.005
C12 3.31842 -0.29422 3.57678  0.004
C13 4.26827 0.25440 2.71833  -0.003
C14 4.10856 0.19546 1.34362  -0.002
C15 3.01493 -0.47267 0.77644  -0.007
C16 2.90721 -0.67663 -0.72754  0.004
C17 4.12257 -0.84769 -1.41270  -0.015
C18 4.16619 -1.06866 -2.79187  0.021
C19 2.96787 -1.07465 -3.48907  -0.011
C20 1.74818 -0.83398 -2.82940  -0.017
C21 1.69503 -0.65555 -1.45925  -0.200
H13 0.05302 -1.26853 1.92865  -0.001
H14 0.82731 -2.49976 1.07407  0.010
H15 1.26413 -1.01278 3.63763  0.000
H16 3.43146 -0.17249 4.65951  0.000
H17 5.11735 0.73104 3.18103  0.000
H18 4.76891 0.75325 0.66054  -0.001
H19 5.05126 -0.77526 -0.81448  -0.001
H20 5.11369 -1.09484 -3.36627  0.002
H21 3.01357 -1.16561 -4.60220  -0.001
H22 0.80668 -0.70886 -3.33882  0.004

Forces on atoms 1 to 6 (eV/Å):
Cr -0.059 -0.778 1.451
N -0.703 -1.801 -1.048
C 0.438 1.638 -2.308
S 0.475 -0.177 0.892
N -0.193 -2.705 2.487
N -1.708 3.801 -1.180

Net charge = -1
Calculated total energy = -2974.5285 Eh
Multiplicity = 5
Frontier orbital gap (alpha / beta) = 5.44 / 6.61 eV
F_max = 4.331 eV/Å
⟨S²⟩ = 6.05
Molar mass = 532.53 g/mol

This record from the OMol25 dataset describes a molecular structure, C5H6OS at a distorted geometry. The level of theory is ωB97M-V with the def2-TZVPD basis set.

Last column: Löwdin charge in e.
Geometry (Å):
C1 0.18750 1.48494 0.51807  -0.107
C2 0.00731 0.27422 -0.39947  -0.497
C3 -1.22484 -0.44690 -0.50079  -0.041
C4 -0.84581 -1.64536 0.12206  -0.127
C5 1.12432 -0.68053 -0.06593  -0.856
H1 -0.09758 2.46979 -0.32579  0.145
H2 -0.44572 1.54840 1.49745  0.085
H3 1.53625 1.26719 0.75107  0.120
H4 0.53158 0.88267 -1.37141  0.190
H5 -2.27274 -0.29099 -0.94292  0.140
H6 -1.64182 -2.42341 0.48855  0.158
O1 0.46881 -1.83751 0.38292  -0.046
S1 2.67273 -0.60250 -0.15381  0.837

Forces on atoms 1 to 6 (eV/Å):
C 1.670 2.512 -0.339
C 4.140 4.049 -3.578
C -0.873 -4.219 1.285
C -4.572 0.455 -0.766
C -3.465 -1.966 0.338
H 1.092 -2.454 3.497

Relative energy (zero: lowest compared OMol25 entry of this formula, charge and spin) = 97.5 kcal per mole
Calculated total energy = -667.3828 Eh
Frontier orbital gap = 8.76 eV
F_max = 6.807 eV/Å
Molar mass = 114.17 g/mol

This record from the OMol25 dataset describes a molecular structure, C20H17CoN3O5. The level of theory is ωB97M-V with the def2-TZVPD basis set.

Last column: Mulliken spin population.
Geometry (Å):
Co1 0.19892 -0.45350 -0.44115  0.986
O1 -0.92438 -0.98623 6.16751  0.000
C1 0.08129 -0.43620 5.69156  0.000
O2 1.11273 0.01796 6.21000  0.000
C2 0.12082 -0.45354 4.14737  0.002
C3 1.20934 0.06858 3.45935  -0.001
C4 1.22029 0.01010 2.08077  0.007
N1 0.21136 -0.54326 1.41569  0.001
C5 -0.85744 -1.01950 2.04727  0.032
C6 -0.93606 -0.99417 3.42222  -0.003
C7 -1.86897 -1.53740 1.08554  -0.028
C8 -3.07062 -2.10109 1.45684  -0.001
C9 -3.92144 -2.56956 0.46588  0.003
C10 -3.54082 -2.46784 -0.85819  -0.001
C11 -2.32136 -1.88147 -1.15411  0.004
N2 -1.51031 -1.41720 -0.20532  -0.023
C12 2.26965 0.51819 1.15747  0.007
C13 3.38839 1.20465 1.58065  -0.001
C14 4.29720 1.65024 0.63307  0.002
C15 4.05983 1.39005 -0.70285  0.000
C16 2.91152 0.69716 -1.04660  0.003
N3 2.03205 0.27205 -0.14396  -0.024
H1 2.01046 0.49543 4.05016  0.000
H2 -1.77766 -1.38023 3.98416  0.000
H3 -3.32950 -2.17158 2.50379  0.000
H4 -4.87117 -3.01492 0.73207  0.000
H5 -4.17067 -2.83014 -1.65790  0.000
H6 -1.97492 -1.76352 -2.17063  -0.002
H7 3.53520 1.39245 2.63475  0.000
H8 5.17822 2.19889 0.93934  0.000
H9 4.74002 1.72028 -1.47463  0.000
H10 2.68155 0.48443 -2.08109  -0.002
C17 0.53123 1.41092 -4.07561  0.000
C18 -0.38022 0.99451 -2.94382  0.002
C19 -1.81808 0.84094 -3.39904  -0.001
O3 0.08057 -0.33207 -2.44376  -0.003
C20 -0.35150 1.98526 -1.76366  -0.008
O4 -0.27325 3.16827 -2.05339  0.006
O5 -0.46615 1.45917 -0.60349  0.042
H11 0.52941 0.66522 -4.87733  0.000
H12 1.55207 1.57507 -3.72609  0.000
H13 0.17918 2.35685 -4.47948  0.000
H14 -1.89868 0.11489 -4.21230  0.000
H15 -2.17921 1.80745 -3.74989  0.000
H16 -2.44975 0.52739 -2.56781  0.001
H17 0.76083 -0.67298 -3.03336  0.000

Forces on atoms 1 to 6 (eV/Å):
Co 0.030 0.081 -0.199
O -0.127 0.263 -0.022
C 0.347 -0.730 0.283
O -0.118 0.267 -0.023
C -0.140 0.227 -0.320
C 0.122 0.041 0.076

Relative energy (zero: lowest compared OMol25 entry of this formula, charge and spin) = 0.0 kcal per mole
Calculated total energy = -2695.6496 Eh
Multiplicity = 2
Frontier orbital gap (alpha / beta) = 6.88 / 6.64 eV
F_max = 0.856 eV/Å
⟨S²⟩ = 0.76
Molar mass = 438.30 g/mol